Version i
Here is a 2-piece molecular cluster, C3H11N3O overall from the OMol25 dataset. Energies are from ωB97M-V with the def2-TZVPD basis set.

```
! RIJCOSX wB97M-V def2-TZVPD def2/J DEFGRID3
* xyz 0 1
C -0.761 -0.313 -0.501
C 0.443 -0.125 -1.352
C -0.914 -1.617 0.192
N 1.399 0.392 -0.324
N -1.298 2.210 0.530
N 1.984 -0.659 0.434
O -0.649 1.016 0.976
H 0.766 0.991 0.395
H -1.650 0.241 -0.790
H -2.061 2.370 1.184
H -0.640 2.980 0.669
H 2.116 -0.335 1.386
H 2.886 -0.901 0.028
H 0.830 -1.041 -1.796
H 0.321 0.654 -2.103
H -1.046 -2.425 -0.533
H 0.024 -1.830 0.721
H -1.750 -1.607 0.887
*
```

The molecular weight comes out at 105.1 Da. The HOMO energy (spin up / spin down) comes out at -0.2735 / -0.2735 Ha.

Atom-resolved charges from Mulliken, all expressed in e: atom 1 (C): 0.257, atom 2 (C): -0.423, atom 3 (C): -1.263, atom 4 (N): -0.497, atom 5 (N): -0.486, atom 6 (N): -0.478, atom 7 (O): -0.498, atom 8 (H): 0.443, atom 9 (H): 0.470, atom 10 (H): 0.234, atom 11 (H): 0.231, atom 12 (H): 0.195, atom 13 (H): 0.201, atom 14 (H): 0.364, atom 15 (H): 0.238, atom 16 (H): 0.354, atom 17 (H): 0.318, atom 18 (H): 0.339



Version ii
Here is C3H11N3O as an isolated structure from the OMol25 dataset. Energies are from ωB97M-V with the def2-TZVPD basis set.

```
! RIJCOSX wB97M-V def2-TZVPD def2/J DEFGRID3
* xyz 0 1
C 1.618 0.718 -0.116
C 2.004 -0.698 0.206
H 2.629 -1.118 -0.584
H 2.505 -0.760 1.180
H 1.927 1.055 -1.099
H 2.003 1.400 0.643
H -0.268 -0.581 -1.393
H 1.168 -1.401 0.231
N -0.060 1.142 0.178
C -1.312 -0.348 -0.141
N -2.282 -0.195 -1.076
O -0.237 1.529 1.526
N -1.409 -1.006 0.955
H -0.522 0.682 1.947
H -0.475 1.541 -0.655
H -3.121 -0.746 -0.934
H -1.872 0.279 -1.922
H -2.299 -1.493 1.055
*
```

The molecular weight comes out at 105.1 Da. The HOMO energy comes out at -0.2785 Ha.

Atom-resolved charges from Mulliken, all expressed in e: atom 1 (C): -0.397, atom 2 (C): -0.808, atom 3 (H): 0.289, atom 4 (H): 0.304, atom 5 (H): 0.304, atom 6 (H): 0.317, atom 7 (H): 0.112, atom 8 (H): 0.233, atom 9 (N): -0.228, atom 10 (C): 0.014, atom 11 (N): -0.389, atom 12 (O): -0.403, atom 13 (N): -0.791, atom 14 (H): 0.343, atom 15 (H): 0.385, atom 16 (H): 0.182, atom 17 (H): 0.366, atom 18 (H): 0.167



Version iii
Here is a 3-piece molecular cluster, C3H11N3O overall from the OMol25 dataset. Energies are from ωB97M-V with the def2-TZVPD basis set.

```
! RIJCOSX wB97M-V def2-TZVPD def2/J DEFGRID3
* xyz 0 1
C 0.736 -0.548 -1.626
C -1.667 -0.324 -1.001
C -0.450 0.221 -1.130
N -0.178 1.538 -0.828
H -0.916 2.020 -0.334
H -0.734 -0.795 0.917
H -2.506 0.246 -0.638
H 0.443 -1.531 -1.986
H 1.222 0.000 -2.433
H 1.455 -0.664 -0.813
H -1.875 -1.321 -1.343
N -0.238 -0.946 1.797
N 1.605 1.164 1.387
O 1.588 -0.014 1.749
H 1.484 1.819 2.204
H 0.736 1.689 -0.413
H -0.778 -0.653 2.598
H 0.073 -1.900 1.894
*
```

The molecular weight comes out at 105.1 Da. The HOMO energy comes out at -0.2986 Ha. As for the structure (SMILES): C=C(C)N.N=O.N.

Atom-resolved charges from Mulliken, all expressed in e: atom 1 (C): -1.154, atom 2 (C): -1.172, atom 3 (C): 0.726, atom 4 (N): -0.551, atom 5 (H): 0.212, atom 6 (H): 0.310, atom 7 (H): 0.310, atom 8 (H): 0.331, atom 9 (H): 0.359, atom 10 (H): 0.275, atom 11 (H): 0.302, atom 12 (N): -0.605, atom 13 (N): -0.184, atom 14 (O): -0.165, atom 15 (H): 0.173, atom 16 (H): 0.364, atom 17 (H): 0.225, atom 18 (H): 0.243



Version iv
Here is C3H11N3O as an isolated structure from the OMol25 dataset. Energies are from ωB97M-V with the def2-TZVPD basis set.

```
! RIJCOSX wB97M-V def2-TZVPD def2/J DEFGRID3
* xyz 0 1
C -0.333 -1.978 -0.289
C -0.087 -0.480 -0.354
N -0.055 0.086 -1.681
N 1.820 0.976 0.170
C 0.856 0.054 0.564
H 0.822 -0.040 -2.169
H -0.807 -0.248 -2.267
H 2.251 1.507 0.911
H 1.538 1.535 -0.626
H 1.114 -0.529 1.442
H -1.355 -2.191 -0.607
H 0.357 -2.527 -0.936
H -0.230 -2.360 0.726
N -1.236 1.586 1.576
O -2.099 0.977 0.735
H -1.335 0.146 0.074
H -0.915 2.469 1.148
H -0.306 1.016 1.584
*
```

The molecular weight comes out at 105.1 Da. The HOMO energy (spin up / spin down) comes out at -0.2857 / -0.2858 Ha.

Atom-resolved charges from Mulliken, all expressed in e: atom 1 (C): -1.484, atom 2 (C): 1.012, atom 3 (N): -0.659, atom 4 (N): -0.495, atom 5 (C): -0.829, atom 6 (H): 0.217, atom 7 (H): 0.247, atom 8 (H): 0.269, atom 9 (H): 0.258, atom 10 (H): 0.391, atom 11 (H): 0.354, atom 12 (H): 0.349, atom 13 (H): 0.379, atom 14 (N): -0.477, atom 15 (O): -0.453, atom 16 (H): 0.285, atom 17 (H): 0.246, atom 18 (H): 0.391



version iii is preferred energetically. Next in line: 9.3 kJ/mol higher.



Version i
Here is a 2-piece molecular cluster, C2HN3O2 overall from the OMol25 dataset. Energies are from ωB97M-V with the def2-TZVPD basis set.

```
! RIJCOSX wB97M-V def2-TZVPD def2/J DEFGRID3
* xyz 0 1
C 0.884 -0.490 0.472
C -4.290 -0.590 -0.239
N -0.184 -0.154 -0.962
N -1.098 -0.382 -0.199
N -0.329 -0.971 0.868
O -4.455 -1.698 -0.308
O -4.061 0.530 -0.102
H -0.591 -1.408 1.888
*
```

The molecular weight comes out at 99.0 Da. The HOMO energy (spin up / spin down) comes out at -0.3382 / -0.3382 Ha.

Atom-resolved charges from Mulliken, all expressed in e: atom 1 (C): -0.037, atom 2 (C): 0.683, atom 3 (N): -0.331, atom 4 (N): 0.161, atom 5 (N): -0.079, atom 6 (O): -0.324, atom 7 (O): -0.363, atom 8 (H): 0.290



Version ii
Here is one molecule with the formula C2HN3O2 from the OMol25 dataset. Energies are from ωB97M-V with the def2-TZVPD basis set.

```
! RIJCOSX wB97M-V def2-TZVPD def2/J DEFGRID3
* xyz 0 1
C -3.288 0.105 0.089
C -0.512 -1.378 0.132
N -2.182 0.374 0.455
N -1.059 -0.272 0.844
N 0.041 -0.185 -0.183
O -4.330 0.296 -0.416
O -0.561 -2.475 -0.196
H 0.703 0.199 0.427
*
```

The molecular weight comes out at 99.0 Da. The HOMO energy comes out at -0.3752 Ha. As for the structure (SMILES): O=C=NN1NC1=O.

Atom-resolved charges from Mulliken, all expressed in e: atom 1 (C): 0.483, atom 2 (C): 0.677, atom 3 (N): -0.110, atom 4 (N): -0.211, atom 5 (N): -0.377, atom 6 (O): -0.396, atom 7 (O): -0.365, atom 8 (H): 0.299



version ii is preferred energetically. Next in line: 179.4 kJ/mol higher.



Version i
Here is a 2-piece molecular cluster, C2H10BrN4 overall from the OMol25 dataset. Energies are from ωB97M-V with the def2-TZVPD basis set.

```
! RIJCOSX wB97M-V def2-TZVPD def2/J DEFGRID3
* xyz 1 1
C -1.034 0.726 1.501
C -0.274 -0.155 -0.620
N -0.519 -0.625 -1.823
N 2.351 -0.342 0.441
N -1.206 0.011 0.265
N -2.423 -0.149 -0.203
Br 2.483 -1.641 -0.855
H -1.636 1.672 1.412
H -1.593 0.103 2.396
H -0.050 0.757 1.865
H 0.546 0.368 -0.375
H -1.408 -1.101 -1.974
H 0.211 -0.673 -2.489
H 2.692 -0.854 1.309
H 3.054 0.395 0.439
H -3.282 -0.316 0.465
H -2.664 0.497 -1.002
*
```

The molecular weight comes out at 170.0 Da. The HOMO energy comes out at -0.4888 Ha.

Atom-resolved charges from Mulliken, all expressed in e: atom 1 (C): -0.909, atom 2 (C): 0.006, atom 3 (N): -0.352, atom 4 (N): -0.659, atom 5 (N): 0.411, atom 6 (N): -0.924, atom 7 (Br): 0.018, atom 8 (H): 0.339, atom 9 (H): 0.280, atom 10 (H): 0.391, atom 11 (H): 0.710, atom 12 (H): 0.267, atom 13 (H): 0.249, atom 14 (H): 0.327, atom 15 (H): 0.288, atom 16 (H): 0.294, atom 17 (H): 0.264



Version ii
Here is a 3-piece molecular cluster, C2H10BrN4 overall from the OMol25 dataset. Energies are from ωB97M-V with the def2-TZVPD basis set.

```
! RIJCOSX wB97M-V def2-TZVPD def2/J DEFGRID3
* xyz 1 1
C -0.449 1.486 0.782
C 1.091 -0.371 0.329
N 1.407 -1.658 0.320
N 2.029 0.535 0.305
N -0.175 0.033 0.521
N -1.192 -0.918 0.613
Br 3.788 0.071 -0.112
H -0.512 1.914 -0.190
H -1.482 1.717 1.196
H 0.242 1.743 1.571
H 0.820 -0.892 -1.959
H 0.782 -2.296 0.791
H 2.135 -2.029 -0.236
H 1.811 1.365 0.852
H -1.952 -0.551 1.137
H -1.441 -1.537 -0.120
H 0.115 -1.070 -2.506
*
```

The molecular weight comes out at 170.0 Da. The HOMO energy comes out at -0.4852 Ha.

Atom-resolved charges from Mulliken, all expressed in e: atom 1 (C): -0.991, atom 2 (C): 0.735, atom 3 (N): -0.382, atom 4 (N): -0.353, atom 5 (N): 0.397, atom 6 (N): -0.782, atom 7 (Br): 0.071, atom 8 (H): 0.342, atom 9 (H): 0.363, atom 10 (H): 0.434, atom 11 (H): -0.184, atom 12 (H): 0.239, atom 13 (H): 0.207, atom 14 (H): 0.207, atom 15 (H): 0.249, atom 16 (H): 0.203, atom 17 (H): 0.245



version i is preferred energetically. Next in line: 86.0 kJ/mol higher.